Record 1
An isolated molecule of C3H4N2O in a non-equilibrium geometry, computed with ωB97M-V with the def2-TZVPD basis set.

Last column: natural (NBO) charge in e.
Positions of all 10 atoms, in Å:
O1 1.41116 1.02311 1.13497  -0.67
C1 0.58052 0.34743 0.29367  0.40
C2 0.69465 -0.84637 -0.38232  -0.20
N1 -0.55587 -1.28098 -0.75792  -0.45
C3 -1.38309 -0.33768 -0.43934  0.16
N2 -0.79448 0.71050 0.20988  -0.57
H1 2.24067 0.53673 1.27021  0.50
H2 1.53746 -1.40601 -0.79204  0.22
H3 -2.41706 -0.34020 -0.74928  0.19
H4 -1.31394 1.59349 0.21217  0.43

Values from the calculation:
Relative energy (zero: lowest compared OMol25 entry of this formula, charge and spin) (kcal per mole): 26.97
Largest force on an atom (eV/Å): 1.3
HOMO level (Eh): -0.3045
Gap between HOMO and LUMO (eV): 8.98

=====

Record 2
A 2-piece molecular cluster, C3H4N2O overall in a non-equilibrium geometry, computed with ωB97M-V with the def2-TZVPD basis set.

Last column: natural (NBO) charge in e.
Positions of all 10 atoms, in Å:
N1 0.98165 0.50268 0.35447  -0.67
C1 1.39705 -0.65188 0.09748  0.41
O1 0.55580 -1.61324 -0.45257  -0.50
C2 -0.43479 -1.32938 -1.28359  0.18
C3 -2.15288 1.11512 0.60017  0.05
N2 -3.29776 1.22001 0.71199  -0.32
H1 1.71777 1.07392 0.76346  0.38
H2 2.38178 -1.08188 0.28630  0.18
H3 -0.34722 -0.22792 -1.47760  0.06
H4 -1.08091 1.01045 0.49795  0.24

Values from the calculation:
Relative energy (zero: lowest compared OMol25 entry of this formula, charge and spin) (kcal per mole): 115.38
Largest force on an atom (eV/Å): 1.2
HOMO level (Eh): -0.3489
Gap between HOMO and LUMO (eV): 9.11

=====

Record 3
An isolated molecule of C3H4N2O in a non-equilibrium geometry, computed with ωB97M-V with the def2-TZVPD basis set.

Last column: natural (NBO) charge in e.
Positions of all 10 atoms, in Å:
C1 -1.43130 -0.29043 -0.12957  -0.53
C2 -0.01046 0.38371 0.57327  -0.07
C3 1.15356 1.04975 0.14420  0.12
O1 2.03802 0.14214 -0.25925  -0.29
N1 1.45372 -1.11847 -0.11689  0.08
N2 0.38326 -0.94566 0.47486  -0.20
H1 -1.33016 -1.18400 -0.81233  0.23
H2 -2.04606 -0.61727 0.70375  0.23
H3 -1.79785 0.52745 -0.70855  0.21
H4 1.58728 2.05278 0.13052  0.23

Values from the calculation:
Relative energy (zero: lowest compared OMol25 entry of this formula, charge and spin) (kcal per mole): 133.34
Largest force on an atom (eV/Å): 2.6
HOMO level (Eh): -0.3526
Gap between HOMO and LUMO (eV): 9.67

=====

Record 4
An isolated molecule of C3H4N2O in a non-equilibrium geometry, computed with ωB97M-V with the def2-TZVPD basis set.

Last column: natural (NBO) charge in e.
Positions of all 10 atoms, in Å:
C1 0.15088 0.41627 1.15763  0.00
C2 0.48477 0.83513 -0.18357  0.49
C3 -0.59417 -1.26825 -0.06151  0.03
N1 -0.39625 -0.73450 1.25566  -0.33
N2 0.83824 1.85403 -0.76175  -0.63
O1 0.14909 -0.51525 -0.99287  -0.57
H1 0.28633 1.12072 2.04737  0.23
H2 -0.21306 -2.28654 -0.30859  0.20
H3 -1.64687 -1.31783 -0.39541  0.19
H4 0.94104 1.89621 -1.75697  0.39

Values from the calculation:
Relative energy (zero: lowest compared OMol25 entry of this formula, charge and spin) (kcal per mole): 50.06
Largest force on an atom (eV/Å): 5.1
HOMO level (Eh): -0.3680
Gap between HOMO and LUMO (eV): 9.99

=====

Record 5
A 2-piece molecular cluster, C3H4N2O overall, computed with ωB97M-V with the def2-TZVPD basis set.

Last column: natural (NBO) charge in e.
Positions of all 10 atoms, in Å:
O1 -1.85174 1.70077 0.64003  -0.64
C1 -0.68064 1.46498 0.10291  0.31
C2 0.41158 1.52596 -0.42892  -0.27
N1 1.52880 -1.05449 -0.42902  -0.76
C3 0.35358 -1.22696 0.00365  0.25
N2 -0.73867 -0.68397 0.33317  -0.36
H1 -2.20202 0.84776 0.94677  0.52
H2 1.37679 1.47696 -0.88150  0.27
H3 2.07968 -1.88127 -0.61325  0.38
H4 -0.27736 -2.16973 0.32618  0.32

Values from the calculation:
Relative energy (zero: lowest compared OMol25 entry of this formula, charge and spin) (kcal per mole): 152.77
Largest force on an atom (eV/Å): 0.7
HOMO level (Eh): -0.3484
Gap between HOMO and LUMO (eV): 8.64

=====

Record 6
An isolated molecule of C3H4N2O in a non-equilibrium geometry, computed with ωB97M-V with the def2-TZVPD basis set.

Last column: natural (NBO) charge in e.
Positions of all 10 atoms, in Å:
N1 1.85546 0.04826 0.16362  -0.86
C1 1.08385 -0.50264 1.12823  0.37
O1 -0.16932 -0.72517 0.68246  -0.52
C2 -0.77718 0.13593 -0.29306  -0.20
C3 -2.22738 0.07120 -0.05088  0.26
N2 -3.36299 0.02099 0.15668  -0.28
H1 2.79684 0.26599 0.45480  0.40
H2 1.80671 -0.30995 -0.78394  0.38
H3 -0.57358 -0.14196 -1.33371  0.22
H4 -0.42305 1.16186 -0.13568  0.24

Values from the calculation:
Relative energy (zero: lowest compared OMol25 entry of this formula, charge and spin) (kcal per mole): 74.47
Largest force on an atom (eV/Å): 1.2
HOMO level (Eh): -0.3354
Gap between HOMO and LUMO (eV): 9.57